# 1
Below is an isolated molecule of C5H6OS2 in a non-equilibrium geometry, with properties calculated with ωB97M-V/def2-TZVPD.

Each line ends with the Mulliken charge.
Element x y z (Å)
S 1.05850 -1.38794 -0.45793  -0.083
S -2.95279 -0.39695 -0.52048  -0.291
O -0.39072 2.21069 -0.00618  -0.453
C 1.61430 0.41038 -0.32848  -0.658
C -0.53779 0.82311 0.36306  -0.275
C 0.27748 1.13763 -0.74923  0.127
C -0.58003 -1.39297 0.48054  -0.629
C -1.47901 -0.27042 0.05078  0.218
H -0.02315 0.82153 -1.77716  0.276
H -0.98763 -2.38621 0.37978  0.419
H -0.13037 0.67645 1.31325  0.427
H 1.77960 0.64577 0.72654  0.316
H -0.15472 -1.34425 1.54111  0.268
H 2.50635 0.45319 -1.01563  0.338

Computed properties:
Maximum force, hartree/bohr: 0.0692
Lowest unoccupied orbital energy, Eh: -0.016
Multiplicity: 1

***

# 2
Below is a structure of composition C2H2AgF2LiO in a non-equilibrium geometry, with properties calculated with ωB97M-V/def2-TZVPD.

Each line ends with the Löwdin spin population.
Element x y z (Å)
Ag 3.53039 0.04240 -0.13593  0.815
F -1.32189 2.37628 0.03629  0.478
F -1.91619 -0.38061 -0.15108  0.020
O 1.63711 0.14754 0.08327  0.433
C -0.69731 0.12712 0.37723  0.116
C 0.43066 -0.19719 -0.33610  0.094
Li -1.21110 -2.14666 0.09947  0.043
H -0.73933 0.39708 1.44694  -0.001
H 0.28766 -0.36596 -1.42009  0.004

Computed properties:
Maximum force, hartree/bohr: 0.1387
Lowest unoccupied orbital energy (spin up / spin down), Eh: -0.078 / -0.100
Multiplicity: 3

***

# 3
Below is a cluster of 6 separate species, C26H65BrClNO8P2 in total in a non-equilibrium geometry, with properties calculated with ωB97M-V/def2-TZVPD.

Each line ends with the Mulliken charge.
Element x y z (Å)
Br -2.28987 -0.12919 1.56417  -0.240
Cl -3.89694 -3.00669 -1.41958  -0.450
P -3.00342 -1.65241 0.03723  0.536
P -5.05281 -0.80818 0.29279  0.097
O -5.87605 2.31521 4.59622  -0.438
O 1.11439 0.39199 -0.67724  -0.232
O 0.79030 0.19274 -2.94157  -0.517
O -1.76827 -4.29088 4.08696  -0.539
O 5.28080 -1.20128 -4.87531  -0.459
O 5.17680 5.07081 -0.72985  -0.423
O -0.70945 -6.82513 0.50105  -0.319
O -0.35569 3.49398 2.17372  -0.490
N -5.19328 -0.39128 1.85223  -0.533
C -0.79206 4.82155 1.92474  -0.341
C 1.04406 -8.54752 0.61288  -1.035
C 6.54770 4.42119 -2.66717  -1.155
C 5.39690 6.46973 -0.83557  -0.320
C 1.57318 3.53920 0.64589  -1.020
C 5.21498 4.33221 -1.94498  -0.197
C -1.23106 -3.10775 1.92829  -0.051
C -1.99609 -0.92033 -1.37919  -0.989
C 3.94481 -0.82263 -4.56648  -0.220
C -5.24088 0.91331 6.51667  -1.157
C -1.63904 -7.58768 -1.64550  -1.150
C -0.68728 -6.66165 -0.90942  -0.172
C 5.31415 -0.26509 -7.15038  -0.984
C 4.38167 7.18168 -1.71217  -0.985
C -1.78233 4.93226 0.77877  -1.008
C -0.36074 -8.11352 0.99184  -0.388
C -0.48657 -1.44495 -1.50671  0.259
C -4.90605 1.41797 5.12414  0.062
C -2.60040 -3.15399 1.10101  -0.744
C 5.56160 -1.45773 -6.24355  -0.311
C -6.09413 3.50990 5.33185  -0.345
C 0.30649 2.83598 1.09964  0.022
C -4.85332 4.37422 5.47209  -0.984
C 0.50016 -0.22860 -1.81775  -0.004
C 2.91387 -1.87161 -4.94306  -0.988
C -1.59534 -2.96733 3.48441  -0.447
H -3.45473 -3.34767 1.84825  0.377
H -5.09011 5.29669 6.00831  0.412
H 4.57461 8.25733 -1.72205  0.384
H -0.12838 -1.91828 -0.53968  -0.035
H -2.65595 4.30155 0.96671  0.207
H -6.85628 4.07327 4.78717  0.331
H -4.48572 0.19800 6.85290  0.379
H 4.26607 0.04076 -7.14579  0.260
H 5.90662 0.59351 -6.82240  0.259
H -6.52558 3.27721 6.31146  0.319
H 6.53307 3.80296 -3.56854  0.370
H -6.21664 0.42039 6.52022  0.314
H -2.11479 5.96676 0.66094  0.404
H 0.06946 5.47938 1.76664  0.299
H -5.13942 0.40911 -0.45438  0.106
H -4.86765 0.56684 4.43979  0.168
H 0.33592 -6.76659 -1.28631  0.340
H 2.05955 2.96885 -0.14911  0.378
H 5.00350 -2.33594 -6.58580  0.295
H 6.41922 6.66695 -1.17594  0.309
H 1.91433 -1.54492 -4.64470  0.334
H 2.89609 -2.06021 -6.01802  0.308
H -5.28079 1.72377 7.24694  0.292
H -0.45235 -2.37186 1.56258  0.218
H 3.13519 -2.82087 -4.44722  0.288
H 5.58674 -0.50682 -8.18072  0.381
H 7.35756 4.07631 -2.01902  0.320
H -0.98169 -5.62649 -1.10501  0.177
H 1.36965 4.54040 0.26133  0.207
H -2.52670 -1.23049 -2.35049  0.537
H -2.04052 0.22749 -1.37122  0.481
H 3.91092 -0.66540 -3.48577  0.223
H -2.66278 -7.44549 -1.28843  0.298
H 3.36807 7.00990 -1.33937  0.225
H -4.05999 3.86355 6.02140  0.257
H -0.38585 2.68842 0.26360  0.126
H -3.91249 1.87884 5.09813  0.169
H 4.41404 6.82768 -2.74450  0.266
H -2.41889 -4.23923 4.81293  0.312
H 1.16852 -8.63100 -0.46826  0.266
H -1.61079 -7.38780 -2.71949  0.395
H 5.02642 3.28926 -1.67930  0.293
H -2.61310 -2.44981 3.59827  0.226
H -0.84846 -2.33158 4.07459  0.261
H 4.38998 4.63712 -2.59788  0.309
H -1.38397 -8.63848 -1.49506  0.289
H -1.34643 4.61200 -0.16975  0.290
H 2.27241 3.64445 1.47968  0.330
H 0.56651 1.83910 1.46154  0.183
H -6.02938 -1.79262 -0.08072  0.134
H -4.45457 4.63277 4.48712  0.224
H 1.77970 -0.25861 -0.35518  0.260
H 1.77846 -7.82207 0.97256  0.289
H -2.60025 -4.06895 0.40807  0.405
H 5.32877 6.87060 0.17897  0.335
H 3.71081 0.14375 -5.02529  0.279
H 6.78200 5.44384 -2.96816  0.273
H -5.34798 0.63063 1.91071  0.198
H -1.10283 -8.85277 0.67188  0.295
H -0.75071 -4.15081 1.82311  0.087
H -1.27583 5.16512 2.84290  0.371
H 6.61959 -1.72708 -6.29643  0.330
H 1.27133 -9.52263 1.05123  0.389
H -0.41216 -2.25054 -2.32166  0.318
H -0.43211 -8.05807 2.08058  0.336

Computed properties:
Maximum force, hartree/bohr: 0.0798
Lowest unoccupied orbital energy, Eh: 0.006
Multiplicity: 1

***

# 4
Below is a structure of composition C14H16CsF9O4PSSi2 in a non-equilibrium geometry, with properties calculated with ωB97M-V/def2-TZVPD.

Each line ends with the Mulliken charge.
Element x y z (Å)
Cs -0.32690 -0.77848 5.61645  1.105
S 1.71999 3.14391 3.61784  1.425
P -0.22383 -2.66450 0.75367  0.879
Si -0.85165 -0.53844 0.43929  0.149
Si -0.36061 0.64649 -2.12818  0.322
F 1.80558 -0.77455 2.47153  -0.228
F 1.59318 1.69245 1.42616  -0.182
F 0.84950 2.49330 4.79206  -0.329
F 2.60445 3.82217 2.50822  -0.289
F 3.01887 2.85582 4.46146  -0.296
F 3.27293 1.28141 2.65756  -0.254
F 1.88151 -0.12367 4.50886  -0.391
F 1.57653 4.52079 4.34436  -0.270
F 0.42652 3.47964 2.78672  -0.299
O 0.18855 0.16106 -0.61013  0.127
O -1.44889 -3.54904 0.20923  -0.520
O 0.99124 -2.97954 0.00460  -0.689
O -0.05108 -3.07439 2.32864  -0.459
C -1.86082 2.98833 -2.34595  -0.649
C -0.50446 -0.87852 -3.19482  0.594
C 1.95305 1.50606 2.69026  0.361
C 1.79865 2.48615 -3.16940  0.546
C -1.57433 -2.94966 -3.86060  -0.797
C -0.21817 0.05047 3.24779  -2.292
C -1.89740 1.69007 -2.03710  -0.120
C 0.48779 -1.10097 -4.14722  -0.380
C -0.97609 0.51299 1.99599  -1.180
C -0.57878 -3.16176 -4.79692  -0.452
C 0.43483 -2.23776 -4.92913  -0.632
C 1.33812 0.20605 3.25969  1.729
C 0.95392 1.71978 -2.82382  -1.524
C -1.52580 -1.81398 -3.07358  -0.062
H -0.61268 -4.06329 -5.38804  0.403
H 1.20438 -2.44915 -5.65763  0.372
H -1.17157 -4.47212 0.12249  0.360
H -2.38307 -3.64392 -3.69799  0.408
H -2.17136 -0.55210 -0.21747  -0.161
H -0.46179 -1.02815 3.44372  0.500
H -2.85130 1.29736 -1.70030  0.380
H -0.72170 1.53394 1.72612  0.279
H -0.65621 0.59291 4.13043  0.879
H -2.02940 0.56627 2.26711  0.644
H 2.58483 3.06419 -3.58395  0.513
H -0.53552 -3.88476 2.52618  0.332
H 1.31163 -0.41812 -4.27652  0.304
H -2.55629 3.69057 -1.90423  0.266
H -1.13275 3.40575 -3.02640  0.250
H -2.28986 -1.65502 -2.32323  0.329

Computed properties:
Charge: +1
Maximum force, hartree/bohr: 0.1489
Lowest unoccupied orbital energy, Eh: -0.129
Multiplicity: 1

***

# 5
Below is a cluster of 2 separate species, C3H10N2Si in total in a non-equilibrium geometry, with properties calculated with ωB97M-V/def2-TZVPD.

Each line ends with the Mulliken charge.
Element x y z (Å)
Si 0.52419 -0.21147 -0.35423  0.054
N 1.23875 -0.30026 1.23277  -0.508
N 1.23163 -1.63932 -1.08423  -0.471
C 0.47010 2.51582 -0.50055  -0.629
C -2.86444 -1.16341 0.98338  -0.869
C 0.50190 1.42653 -1.20990  -0.055
H -2.11887 -1.80860 0.61373  0.275
H 0.79652 1.40136 -2.25180  0.327
H 0.66634 3.58108 -0.93655  0.203
H -3.83259 -0.87421 0.55800  0.287
H 1.31900 -1.84288 -2.14820  0.250
H 0.41323 2.49603 0.58940  0.134
H 0.89001 -2.54348 -0.60818  0.227
H -2.58374 -1.01790 2.05931  0.262
H 1.04966 0.54329 1.79335  0.215
H 2.29832 -0.56259 1.26370  0.297

Computed properties:
Maximum force, hartree/bohr: 0.0741
Lowest unoccupied orbital energy (spin up / spin down), Eh: 0.010 / 0.018
Multiplicity: 1